{"formula": "C43H67BF3IN2O35", "method": "ωB97M-V/def2-TZVPD", "species": ["I", "F", "F", "F", "O", "O", "O", "O", "O", "O", "O", "O", "O", "O", "O", "O", "O", "O", "O", "O", "O", "O", "O", "O", "O", "O", "O", "O", "O", "O", "O", "O", "O", "O", "O", "O", "O", "O", "O", "N", "N", "C", "C", "C", "C", "C", "C", "C", "C", "C", "C", "C", "C", "C", "C", "C", "C", "C", "C", "C", "C", "C", "C", "C", "C", "C", "C", "C", "C", "C", "C", "C", "C", "C", "C", "C", "C", "C", "C", "C", "C", "C", "C", "C", "B", "H", "H", "H", "H", "H", "H", "H", "H", "H", "H", "H", "H", "H", "H", "H", "H", "H", "H", "H", "H", "H", "H", "H", "H", "H", "H", "H", "H", "H", "H", "H", "H", "H", "H", "H", "H", "H", "H", "H", "H", "H", "H", "H", "H", "H", "H", "H", "H", "H", "H", "H", "H", "H", "H", "H", "H", "H", "H", "H", "H", "H", "H", "H", "H", "H", "H", "H"], "xyz": [[4.8261, 3.9117, -2.0699], [2.6357, -5.2884, 2.1036], [4.2217, -4.0008, 2.9280], [3.9755, -4.1860, 0.7446], [-4.9280, -0.1193, 5.5153], [0.7711, 0.0214, -11.8729], [2.3982, 0.2233, -6.8366], [8.5063, -0.3894, -4.5115], [-6.1099, 3.0969, 3.7644], [-2.7088, -3.0847, -0.4564], [3.8899, 0.6502, 0.2684], [2.8765, 0.6511, -11.3931], [-7.4156, 1.2579, 3.6371], [-8.3779, -3.1448, -0.6094], [6.4175, 9.1659, -0.7088], [-9.0105, -2.3627, 1.3762], [-5.2237, -6.2107, 0.3824], [-5.4567, -6.8493, 2.5308], [-3.4725, -6.9965, 1.5376], [-3.8657, -0.9105, 7.3323], [5.0158, 7.8800, -1.8662], [-2.7132, -0.3173, 5.4941], [0.2297, 1.9943, 1.4445], [1.5765, -3.0283, 0.7662], [6.9143, -1.0548, -5.9433], [-10.1006, -1.6998, -0.4908], [3.1565, -1.8713, -6.5075], [4.0776, 1.0215, 2.5663], [4.3485, -0.3937, -7.7050], [-8.3116, 3.2334, 4.1334], [-4.2155, 7.3370, 6.5383], [6.9807, 8.4895, -2.7809], [1.1339, 1.4976, -10.2500], [-1.1747, 0.1393, 1.6487], [8.7844, -2.2447, -5.7633], [-1.1762, -2.9036, 1.1917], [-5.0501, 7.1109, 4.4876], [-4.4536, 9.1510, 5.2275], [-1.3281, -4.7647, -0.0349], [1.1138, -0.1448, 2.4505], [1.3355, 0.2499, 3.7904], [-4.4857, 0.5459, 4.3179], [3.1991, 0.8268, 1.4798], [-4.6143, -7.5749, 3.4445], [-3.2278, -7.2308, 2.9342], [4.8305, 1.6750, -0.0247], [-3.0916, -0.0162, 4.1393], [4.8912, 1.8116, -1.5601], [6.0439, -0.3601, -2.0449], [-9.4188, 2.3512, 3.9196], [6.8693, -2.0046, -7.0148], [-4.5622, 7.9837, 5.3981], [8.1119, -1.1550, -5.3257], [-3.8367, -0.4887, 6.2235], [-8.7654, 0.9919, 4.0498], [-4.7687, -6.6551, 1.3920], [0.2586, 2.1201, 0.0189], [6.2172, 8.5093, -1.8781], [3.2883, -0.7854, -6.9698], [-8.0692, -3.4100, 1.6482], [-9.2482, -2.3405, 0.0361], [1.2770, -0.7904, 4.7950], [2.7931, -1.7977, 6.5635], [-1.6851, -3.5285, 0.2961], [3.0070, 1.4279, -7.3282], [-7.3658, -3.5606, 0.3163], [5.1953, 9.1504, 0.0348], [6.1228, 1.1702, -2.1465], [1.7084, 0.7167, -11.1974], [-0.2854, 1.4829, -10.4529], [-0.4845, 0.1791, -11.1999], [2.2602, -0.5183, 5.9309], [7.8895, -3.0307, -6.5628], [-2.3176, -5.2976, -0.9272], [-2.9178, -4.0424, -1.5245], [4.0519, 0.8899, -8.2832], [2.3328, -2.9244, 1.9495], [3.1111, -1.6125, 2.0837], [2.3076, -0.3915, 1.6487], [-4.8160, 5.7762, 4.9622], [3.2939, -4.1036, 1.9301], [-4.7000, 5.9915, 6.4573], [-7.1756, 2.5759, 3.8355], [4.4867, 7.9389, -0.5375], [0.0584, 0.6811, 1.8357], [5.4010, 9.0684, 1.0984], [6.1555, 1.4204, -3.2006], [3.6636, 0.7427, -9.2908], [5.8055, 1.3623, 0.3308], [7.0293, 1.5646, -1.7076], [6.6820, -0.7602, -1.2701], [-5.6660, 5.9360, 6.9627], [3.4057, 8.0433, -0.5659], [-7.4044, -3.1208, 2.4578], [1.5168, -1.7684, 4.3861], [7.1575, -1.5004, -7.9384], [-3.0811, -0.9410, 3.5596], [1.9587, -0.6288, 0.6463], [1.1950, 2.5655, -0.2927], [-5.1471, 0.3206, 3.4912], [-1.8601, -5.9492, -1.6661], [3.4554, -1.4930, 3.1027], [3.4423, 1.9680, -6.4856], [-2.3899, -3.6976, -2.4144], [2.0369, -2.3307, 7.1222], [-8.6151, -4.3097, 1.9363], [-1.2969, 0.2125, -11.9198], [-5.6285, 5.1210, 4.6833], [2.6279, 1.7497, 1.4228], [7.4494, -3.8063, -5.9342], [2.2663, 2.0537, -7.8162], [0.1761, 1.1578, -0.4823], [-2.5070, -8.0326, 3.0603], [5.8651, -2.4011, -7.1237], [4.6555, 10.0793, -0.1571], [-2.8299, -6.3172, 3.3768], [0.2777, -0.8703, 5.2134], [-3.8888, 5.4049, 4.5219], [1.6821, -3.1024, 2.8022], [-8.7477, 0.6266, 5.0772], [-2.3969, 0.6832, 3.6913], [6.3366, -0.7712, -2.9995], [4.7296, 0.3173, 2.5516], [3.1192, 0.0285, 5.5517], [-4.0049, 5.3100, 6.9401], [-4.4857, 1.6163, 4.4906], [-4.8420, -8.6380, 3.3615], [4.7456, 7.0156, -0.0162], [-0.5861, 2.7163, -0.3003], [4.5484, 2.6138, 0.4304], [3.9859, 1.3694, -1.9466], [3.9693, -1.6675, 1.4189], [-4.7937, -7.2467, 4.4637], [-7.0494, -4.5784, 0.1098], [3.6227, -1.5397, 7.2109], [4.9479, 1.5032, -8.3253], [-9.2107, 0.2410, 3.4095], [-0.5621, 2.3538, -11.0484], [5.0277, -0.6885, -1.8581], [-3.0395, -5.8559, -0.3447], [1.7880, 0.1072, 6.6804], [3.2107, -2.4292, 5.7873], [-1.1246, -0.8218, 1.5635], [-3.9765, -4.1369, -1.7472], [-10.1944, 2.5322, 4.6576], [-0.6307, -0.6688, -10.5294], [8.4281, -3.4963, -7.3835], [-0.8040, 1.5195, -9.4992], [0.7499, -2.5653, 0.9226], [-6.5080, -2.8913, 0.2217], [-9.8211, 2.5294, 2.9218], [2.1151, 0.8782, 3.9044]], "homo_ev": -8.6, "lumo_ha": -0.00759, "smiles": "CCCNN(B(O)OC)[C@H](C[C@@H](O)C(F)(F)F)[C@@H](O)OC[C@@H](I)CC.O=C1OCCO1.O=C1OCCO1.O=C1OCCO1.O=C1OCCO1.O=C1OCCO1.O=C1OCCO1.O=C1OCCO1.O=C1OCCO1.O=C1OCCO1.O=C1OCCO1"}